[1]
This record from the Open Molecules 2025 dataset describes a 15-piece molecular cluster, C78H164N10O22 overall at a distorted geometry. The level of theory is wB97M-V/def2-TZVPD.

Its net charge is +4. The HOMO energy comes out at -9.25 eV.

Each line ends with the Löwdin charge.
Atoms and positions in Å:
H1 14.022 -4.320 5.114  0.1176
H2 8.921 -2.382 4.196  0.1243
C1 -3.645 -15.549 3.234  0.0177
H3 13.939 -3.803 8.514  0.0690
H4 4.191 -2.539 10.009  0.1160
C2 0.024 -4.414 0.739  -0.2411
C3 3.036 -0.847 9.659  -0.1659
H5 14.779 -2.705 4.812  0.1123
H6 3.439 -0.154 13.656  0.1392
H7 -3.999 -11.296 14.407  0.1089
H8 -2.410 -10.898 14.961  0.1216
H9 0.741 -4.805 0.016  0.1434
H10 -2.118 -8.714 16.371  0.0829
H11 5.605 -10.703 4.790  0.1695
H12 0.174 -8.863 11.488  0.1170
H13 8.198 -7.402 7.599  0.0940
H14 -2.114 -15.002 6.685  0.1091
H15 -0.686 5.556 -0.641  0.1273
C4 3.492 -1.201 13.356  -0.1043
N1 -0.132 6.251 2.302  -0.1491
C5 13.035 -2.754 6.008  -0.1189
C6 9.924 -2.059 3.917  -0.1435
O1 -10.059 -4.339 1.601  0.1387
H16 6.928 -10.341 3.707  0.1733
H17 14.546 0.884 2.981  0.0907
H18 -1.889 -14.151 1.656  0.1195
H19 1.033 -1.022 14.361  0.1162
C7 14.309 -3.360 5.545  -0.1992
H20 -2.581 -11.870 11.026  0.1302
H21 10.943 -0.827 5.480  0.1347
H22 -1.244 -5.299 3.048  0.1544
H23 0.664 4.321 1.849  0.1361
H24 7.266 -5.934 7.710  0.1044
H25 13.032 1.568 3.288  0.0855
H26 12.807 -3.752 3.215  0.1340
C8 0.812 6.628 0.111  -0.2264
C9 7.022 -8.307 5.608  -0.1903
H27 0.406 -10.429 10.778  0.1153
C10 3.134 -9.458 -1.365  -0.9571
H28 -2.317 -4.613 2.078  0.1734
C11 5.993 -8.641 4.461  -0.2438
N2 -4.030 -18.676 8.998  -0.1397
C12 10.651 -3.110 3.082  -0.1381
C13 -3.183 -9.505 13.456  -0.1208
O2 6.880 -7.050 6.190  -0.1893
N3 -10.098 -11.226 -1.510  0.2390
H29 1.381 -2.254 1.070  0.0972
C14 -2.722 6.379 2.755  -0.2071
H30 0.214 7.453 -0.277  0.1207
H31 -1.432 8.060 2.692  0.1243
C15 -3.507 -17.131 6.653  -0.1403
H32 2.816 7.181 5.743  0.0750
C16 -2.195 -14.264 4.594  -0.0115
H33 6.288 -8.054 3.592  0.1567
C17 0.165 7.212 4.723  -0.1770
C18 10.803 -1.845 5.117  -0.1114
H34 5.227 -1.228 15.278  0.0942
C19 1.000 6.996 1.508  -0.1130
H35 -0.816 -11.409 12.628  0.1299
C20 7.185 -7.006 7.524  -0.1069
H36 -4.573 6.530 1.415  0.0818
C21 -0.358 -9.763 11.179  -0.1506
H37 10.931 -2.933 2.044  0.1255
N4 12.213 -2.267 4.755  -0.1963
H38 -0.212 -6.507 1.048  0.1525
H39 -4.171 8.025 2.430  0.0817
C22 -0.139 4.967 1.493  -0.0726
H40 14.352 1.968 4.401  0.0944
N5 6.008 -10.128 4.064  0.2441
C23 -5.464 -12.711 11.020  -0.0776
H41 -2.163 -2.133 13.576  0.0838
N6 -1.751 -5.442 2.186  0.2571
H42 2.902 -1.833 14.019  0.1312
H43 -1.558 -16.866 7.683  0.1050
H44 -4.552 -20.504 9.876  0.1144
H45 -2.498 -7.032 -8.560  0.1362
H46 10.486 -2.489 5.937  0.1315
H47 2.186 -0.542 9.050  0.1368
C24 -3.849 -16.460 4.244  0.0226
H48 -11.569 -11.395 -5.750  0.0913
C25 -0.895 -0.597 13.450  -0.3099
H49 -4.540 -17.247 3.980  0.1280
C26 4.880 -3.051 -3.427  -1.0910
H50 3.775 -8.550 4.071  0.0946
H51 13.636 -1.720 3.301  0.1319
C27 -2.592 -9.093 11.099  -0.1155
H52 -2.845 -0.598 14.133  0.0891
C28 -0.943 -5.973 -7.567  -0.2594
H53 10.046 -4.016 3.127  0.1113
H54 -3.559 -13.462 1.890  0.1183
H55 6.631 -1.947 14.477  0.0888
H56 3.884 -0.573 9.030  0.1286
H57 4.221 -8.390 5.828  0.0900
C29 3.285 -0.200 10.994  -0.0720
C30 3.133 -2.275 9.983  -0.1843
H58 -2.725 5.321 2.490  0.1024
O3 5.909 -2.382 -3.228  0.1232
C31 -8.926 -9.183 -2.123  -0.0449
C32 0.164 5.306 -0.006  -0.1079
C33 -3.285 -16.213 5.509  -0.1523
H59 -9.744 -11.905 -2.168  0.1637
H60 12.151 -0.974 3.197  0.1317
N7 0.368 -6.272 -6.863  0.2390
O4 -3.593 -0.708 -2.813  0.0105
H61 -1.772 -10.275 9.620  0.1152
H62 -9.319 -11.247 -0.868  0.1603
H63 0.031 6.232 6.626  0.1062
O5 -5.265 -9.772 4.221  -0.0975
O6 -1.933 -1.442 -4.086  0.1130
C34 -1.477 7.097 2.182  -0.0764
H64 -1.289 -8.575 9.508  0.1415
C35 -12.232 -10.695 -5.241  -0.1109
C36 13.901 1.170 3.812  -0.0933
H65 15.627 -4.370 8.705  0.0796
H66 -13.298 -10.857 -5.401  0.1038
C37 -2.551 -0.493 -3.473  -0.9178
C38 -1.469 -9.401 10.197  -0.1744
H67 -7.765 -11.059 4.869  0.0776
C39 0.219 5.987 3.789  -0.1045
H68 -6.019 -18.700 8.293  0.1400
H69 7.015 -9.110 6.346  0.1283
C40 2.139 6.592 6.361  -0.1118
H70 1.508 0.514 12.847  0.1361
C41 -2.577 -13.639 2.328  -0.0019
H71 -2.364 -5.125 -0.758  0.0887
H72 -3.660 -8.145 -6.241  0.0932
H73 -0.683 0.318 14.002  0.1228
H74 -1.540 -13.406 4.588  0.1424
C42 -1.018 -10.357 12.424  -0.0467
H75 -5.420 -11.100 12.309  0.1172
H76 -11.958 -9.782 -5.769  0.0897
H77 0.965 8.077 1.640  0.1388
H78 -5.335 -12.871 9.950  0.0748
C43 -3.289 -11.532 11.783  -0.0932
H79 -9.874 -10.588 -4.155  0.1265
H80 -2.257 -6.312 2.273  0.1628
H81 2.707 -3.222 12.024  0.1385
H82 13.258 -1.767 6.413  0.1201
H83 -10.670 -9.088 -4.143  0.1307
C44 -4.754 -11.418 11.507  -0.2167
H84 2.051 -2.661 2.665  0.0842
H85 -5.292 -19.038 10.620  0.1076
O7 4.061 -8.738 -0.815  0.0616
H86 2.553 -3.627 1.257  0.0966
C45 0.666 6.995 6.174  -0.2292
H87 -11.017 -9.246 -1.649  0.1636
H88 -3.431 -7.811 15.945  0.0844
H89 -2.259 -8.132 11.492  0.1427
C46 -10.699 -10.069 -3.668  -0.1656
C47 -6.338 -10.411 4.152  -0.9898
H90 16.131 -3.910 6.247  0.1167
H91 -1.521 7.360 1.126  0.1274
C48 -0.836 -5.625 0.907  -0.2373
H92 5.670 -0.581 12.906  0.1164
H93 -8.565 -8.914 -1.130  0.1052
H94 2.358 5.526 6.294  0.0668
H95 1.786 6.734 -0.367  0.1383
C49 -2.835 -18.103 8.864  -0.0258
H96 6.166 -3.142 -2.700  0.0707
H97 -3.437 -8.688 17.557  0.0990
H98 -0.069 -4.039 -8.285  0.0962
H99 9.889 -1.111 3.379  0.1203
O8 -2.024 0.631 -3.382  -0.0101
H100 1.232 5.591 3.857  0.1190
O9 -6.754 -10.951 3.190  -0.0294
C50 1.732 -3.067 1.705  -0.0524
C51 -2.535 -17.322 7.728  0.0357
O10 2.664 -9.045 -2.473  -0.1032
C52 11.950 -3.519 3.848  -0.0700
O11 -1.665 -8.108 -6.957  -0.1585
C53 -8.795 -4.107 1.594  -0.9215
C54 -2.235 -2.593 7.790  -0.9851
H101 0.858 -5.543 -6.365  0.1799
O12 4.110 -2.747 -4.272  0.0159
H102 -4.094 -9.091 13.024  0.1385
O13 -1.781 -1.356 7.483  0.0296
C55 14.817 -4.192 7.998  -0.0979
H103 -1.175 -0.396 12.416  0.1310
C56 0.427 -1.230 13.479  -0.2029
H104 0.068 -5.437 -9.403  0.0913
H105 -2.171 -12.689 2.677  0.1118
N8 2.631 -1.108 12.129  -0.1939
H106 12.924 0.360 5.463  0.1164
H107 -1.710 -1.486 15.244  0.0875
H108 1.989 6.686 1.844  0.1375
H109 14.536 -0.341 5.055  0.1176
H110 -1.127 -0.930 -4.182  0.1064
H111 0.327 -2.291 13.247  0.1259
H112 -2.828 -9.619 -6.330  0.0920
C57 -4.742 -17.696 6.930  0.0007
O14 2.732 -10.472 -0.778  -0.0892
H113 5.181 -2.877 14.679  0.0854
H114 -2.104 -18.538 9.530  0.1367
H115 -1.709 -5.758 -6.822  0.1573
C58 -3.353 -10.451 14.647  -0.1627
H116 -2.951 -12.190 12.583  0.1225
H117 -5.599 -17.485 6.306  0.1281
H118 4.321 -0.122 11.323  0.1083
N9 -2.595 -10.188 12.225  -0.1648
H119 -4.782 6.399 2.975  0.0769
H120 -2.594 6.517 3.828  0.1008
H121 -10.083 -4.844 2.417  0.1137
H122 2.445 6.908 7.359  0.0703
H123 -1.041 -7.859 -8.840  0.1407
H124 0.819 4.623 -0.546  0.1318
H125 0.299 -7.053 -6.226  0.1635
N10 -2.805 -14.469 3.439  -0.1303
H126 3.054 0.860 11.098  0.1380
H127 -4.066 -15.715 2.253  0.1431
H128 -1.074 4.436 1.671  0.1237
H129 3.989 -8.122 -1.547  0.0909
C59 -1.716 -5.916 -0.381  -0.0173
O15 -7.077 -10.524 5.272  0.0419
H130 0.825 -0.388 11.410  0.1398
H131 -0.290 5.096 4.157  0.1380
C60 2.479 -2.416 11.326  -0.0840
H132 2.718 -2.902 9.194  0.1356
C61 4.534 -8.248 4.793  -0.0307
H133 -10.854 -11.673 -1.010  0.1751
H134 14.681 -5.217 7.653  0.0738
O16 0.747 -4.107 1.893  -0.1932
H135 -2.510 -6.659 -0.301  0.0841
H136 -4.870 -9.256 15.612  0.1255
H137 -0.826 7.650 4.608  0.0912
H138 -2.552 -8.644 13.678  0.1278
H139 15.510 -2.425 7.140  0.1110
C62 -4.111 6.944 2.311  -0.0674
O17 -11.944 -10.826 -3.859  -0.1630
H140 -8.185 -9.926 -2.418  0.0921
C63 -2.453 -15.086 5.664  0.0218
H141 -4.968 -10.732 10.687  0.1155
C64 12.933 -1.173 3.929  -0.0940
H142 -4.967 -13.584 11.441  0.0705
C65 5.544 -1.873 14.459  -0.1197
C66 -0.559 -4.934 -8.667  -0.0093
H143 5.379 -10.369 3.311  0.1728
C67 -3.201 -8.725 16.493  -0.1456
H144 -0.994 -6.023 -1.191  0.0951
H145 -3.590 -19.326 10.879  0.0990
C68 -3.947 -9.766 15.886  -0.2929
H146 0.734 8.055 4.331  0.1154
H147 5.168 -2.177 12.355  0.1085
H148 -0.833 -9.692 13.267  0.1213
C69 -4.996 -18.442 8.062  -0.0090
O18 4.920 -4.159 -2.885  -0.0636
H149 12.485 -3.336 6.748  0.1335
H150 1.435 -2.525 11.033  0.1375
H151 -3.473 -8.959 10.471  0.1468
H152 0.936 -6.501 -7.667  0.1598
O19 -8.111 -4.730 2.411  0.0383
C70 -10.266 -9.847 -2.164  -0.2672
C71 -4.399 -19.463 10.161  0.0104
O20 -2.970 -2.684 8.741  -0.0247
C72 5.037 -1.435 13.143  -0.2323
H153 0.552 7.843 6.849  0.1110
H154 -1.233 -1.733 6.790  0.0617
H155 -3.518 -9.002 -7.783  0.0992
H156 -4.097 -10.522 16.656  0.1243
H157 8.004 -8.226 5.142  0.1350
O21 -8.234 -3.242 0.921  0.0735
H158 -8.889 -8.282 -2.737  0.1101
H159 4.439 -7.183 4.581  0.0939
H160 -1.516 -4.684 -9.127  0.0939
H161 -6.540 -12.670 11.191  0.0871
H162 11.609 -4.347 4.470  0.1318
H163 -0.420 -3.573 0.206  0.1493
O22 -1.895 -3.507 7.045  -0.0783
C73 -1.577 -7.325 -8.055  -0.2487
C74 1.237 -0.450 12.417  -0.0841
C75 13.574 -0.005 4.668  -0.2376
H164 6.478 -7.637 8.063  0.1011
C76 15.296 -3.419 6.748  -0.2151
C77 -2.977 -8.695 -6.888  -0.0674
C78 -1.988 -1.266 14.213  -0.0837

[2]
This record from the Open Molecules 2025 dataset describes a 2-piece molecular cluster, C4H10NO overall at a distorted geometry. The level of theory is wB97M-V/def2-TZVPD.

Its net charge is +1. The HOMO energy comes out at -14.39 eV. The energy above the lowest of the compared OMol25 structures with the same formula, charge and spin is 1.647 eV.

Each line ends with the Löwdin charge.
Atoms and positions in Å:
O1 -0.381 1.228 -3.134  -0.0642
C1 1.166 -0.158 2.281  0.1323
C2 -1.063 0.455 1.236  -0.0117
H1 -1.062 1.353 0.619  0.1036
C3 0.301 -0.159 1.274  -0.3166
H2 -0.679 -0.410 -1.239  0.1011
H3 1.506 -1.574 0.371  0.1790
H4 -0.859 2.023 -3.409  0.0537
H5 -1.743 -0.234 0.727  0.0883
H6 0.811 0.172 3.247  0.0904
H7 -0.196 0.814 -3.990  0.0517
H8 2.241 -0.274 2.242  0.0931
C4 0.094 -1.113 -0.948  0.1811
N1 0.655 -1.051 0.187  0.0891
H9 0.545 -1.698 -1.735  0.1290
H10 -1.336 0.627 2.270  0.1001

[3]
This record from the Open Molecules 2025 dataset describes one molecule with the formula C3H10OP2 at a distorted geometry. The level of theory is wB97M-V/def2-TZVPD.

Its structure (SMILES) is OC(CP)CP. Its net charge is 0. The HOMO energy comes out at -9.30 eV. The energy above the lowest of the compared OMol25 structures with the same formula, charge and spin is 2.848 eV.

Each line ends with the Löwdin charge.
Atoms and positions in Å:
C1 0.415 0.256 -0.499  -0.5007
H1 -2.259 -1.228 -2.184  -0.0780
H2 -0.132 1.038 -0.915  0.0864
P1 0.137 1.734 1.860  0.7735
H3 0.311 2.980 1.265  -0.1373
H4 1.538 -0.031 1.243  0.0510
H5 2.029 1.322 0.313  0.1072
H6 -2.162 -2.926 -0.735  -0.1242
C2 -0.907 -0.929 0.042  -0.3861
O1 1.316 -0.284 -1.414  -0.1137
C3 1.120 0.754 0.681  -0.5526
H7 1.393 1.932 2.764  -0.0409
H8 0.833 -1.000 -2.040  0.0857
H9 -1.678 -0.052 0.126  0.0629
H10 -0.690 -1.478 0.938  0.0245
P2 -1.265 -2.086 -1.447  0.7424

[4]
This record from the Open Molecules 2025 dataset describes an isolated ion of composition C2H3N2O8S and charge -1 at a distorted geometry. The level of theory is wB97M-V/def2-TZVPD.

Its structure (SMILES) is O=[N+]([O-])/C(COS(=O)(=O)[O-])=[N+](\[O-])O. Its net charge is -1. The HOMO energy (spin up / spin down) comes out at -6.04 / -6.04 eV. The energy above the lowest of the compared OMol25 structures with the same formula, charge and spin is 0.467 eV.

Each line ends with the Löwdin charge.
Atoms and positions in Å:
N1 0.085 1.399 0.737  -0.2530
H1 -0.691 -0.100 1.901  0.0292
H2 1.323 -0.961 0.942  0.1284
O1 -1.291 -1.247 1.637  -0.2714
S1 -1.482 -1.288 0.170  0.4517
O2 -0.125 0.825 1.884  0.0518
C1 0.678 0.665 -0.233  -0.1585
O3 1.482 0.548 -2.327  0.0401
O4 0.411 2.254 -1.880  0.0509
O5 -1.894 -0.016 -0.360  -0.2665
O6 -0.051 2.644 0.599  0.0560
O7 -2.219 -2.488 -0.198  -0.3028
H3 1.921 -1.037 -0.740  0.1184
C2 1.092 -0.775 -0.115  -0.0939
O8 -0.066 -1.576 -0.500  -0.2250
N2 0.827 1.151 -1.516  -0.3554

Among the records above, which one has the highest net charge? C78H164N10O22